Record 1
ORCA calculation (wB97M-V/def2-TZVPD) on 12 unconnected molecules or ions with the total composition C42H66F6O30 at a distorted geometry.

Summary:
Structure (SMILES) ... O=C1OC[C@@H](F)O1.O=C1OC[C@@H](F)O1.O=C1OC[C@@H](F)O1.O=C1OC[C@@H](F)O1.O=C1OC[C@@H](F)O1.O=C1OC[C@@H](F)O1.CCOC(C)=O.CCOC(C)=O.CCOC(C)=O.CCOC(C)=O.CCOC(C)=O.CCOC(C)=O
E_LUMO ... -0.2 eV
ΔE to the lowest compared entry with this formula, charge and spin ... 233.1 kJ/mol
Calculated total energy ... -122351.9549 eV

Each line ends with the Mulliken charge.
Element x y z (Å)
O -6.6710 -0.8394 -6.8593  -0.56
C -5.8852 -1.5057 -6.1997  0.66
O -6.1103 -1.8629 -4.9571  -0.30
C -4.9333 -2.3382 -4.4116  -0.41
C -4.1775 -2.9147 -5.5733  0.28
F -4.5627 -4.1797 -5.7140  -0.27
O -4.7943 -2.1863 -6.6378  -0.32
H -4.3638 -1.5228 -3.9655  0.30
H -5.0825 -3.1165 -3.6632  0.27
H -3.0917 -2.8693 -5.4895  0.35
O -0.7514 7.7947 7.0653  -0.51
C -0.5732 6.6304 7.3425  0.67
O 0.6397 6.0439 7.4241  -0.32
C 0.4540 4.6771 7.7247  -0.41
C -1.0030 4.5001 8.2582  0.34
F -0.9087 4.5212 9.5817  -0.27
O -1.5158 5.6936 7.7325  -0.34
H 0.6928 3.9491 6.9494  0.26
H 1.1739 4.4027 8.4958  0.27
H -1.5260 3.5895 7.9660  0.31
O -5.1259 -1.3668 9.3534  -0.55
C -4.0450 -1.8457 9.0035  0.67
O -3.4877 -1.6801 7.7949  -0.33
C -2.3953 -2.5953 7.6324  -0.45
C -1.9155 -2.5061 9.0536  0.31
F -1.1035 -1.4838 9.1610  -0.27
O -3.1102 -2.3716 9.7809  -0.31
H -2.7397 -3.5871 7.3392  0.30
H -1.6854 -2.2393 6.8859  0.29
H -1.4670 -3.4822 9.2387  0.34
O 5.7046 0.5319 -0.5322  -0.61
C 6.8909 0.9106 -0.7584  0.69
O 7.6099 1.7061 0.0091  -0.31
C 8.5356 2.3508 -0.7994  -0.39
C 8.8368 1.2468 -1.7706  0.24
F 9.7076 0.3342 -1.3255  -0.27
O 7.5817 0.6134 -1.8409  -0.29
H 8.1591 3.2375 -1.3094  0.31
H 9.4495 2.6282 -0.2742  0.30
H 9.0823 1.5287 -2.7945  0.32
O -5.9124 2.7486 -0.3690  -0.53
C -6.3189 3.3414 0.6627  0.61
O -7.5403 3.0626 1.4023  -0.33
C -7.7648 4.1218 2.2665  -0.37
C -6.3058 4.4777 2.5845  0.29
F -5.7386 3.6947 3.4959  -0.26
O -5.6861 4.3469 1.3294  -0.26
H -8.2537 4.8795 1.6543  0.28
H -8.4222 3.7370 3.0462  0.29
H -6.2791 5.4902 2.9874  0.29
O -1.0563 -1.6501 -0.3339  -0.63
C -0.6524 -0.6403 0.2861  0.73
O -0.9101 0.5880 -0.1338  -0.32
C -0.1575 1.5280 0.5856  -0.40
C 0.0299 0.7409 1.9281  0.31
F -0.9670 0.9839 2.7928  -0.27
O -0.0608 -0.6035 1.4560  -0.29
H 0.7177 1.8323 0.0116  0.29
H -0.8320 2.3833 0.6255  0.26
H 0.9512 1.0332 2.4321  0.31
C -5.9852 -3.7647 2.3785  -1.16
C -6.3435 -4.4893 1.1130  -0.09
O -6.1367 -5.8900 1.2867  -0.28
C -6.3861 -6.6841 0.2333  0.72
C -6.1596 -8.1655 0.4696  -0.99
O -6.7643 -6.2698 -0.8447  -0.56
H -4.9199 -3.6584 2.5830  0.30
H -6.3949 -4.2973 3.2367  0.32
H -6.4905 -2.7993 2.3512  0.34
H -7.3338 -4.2425 0.7303  0.33
H -5.6188 -4.0774 0.4107  0.19
H -6.8678 -8.6157 1.1652  0.29
H -5.1876 -8.2109 0.9607  0.29
H -6.2375 -8.7217 -0.4646  0.30
C 2.3400 -0.1849 -4.9435  -0.99
C 3.2475 -1.2593 -5.5501  -0.28
O 3.6583 -2.0743 -4.4355  -0.30
C 2.9784 -3.1660 -4.1342  0.76
C 3.6297 -3.8804 -2.9477  -0.96
O 1.9887 -3.6101 -4.7085  -0.60
H 2.2769 0.5956 -5.7018  0.37
H 2.7739 0.4002 -4.1326  0.25
H 1.3765 -0.6204 -4.6791  0.30
H 2.8260 -1.9166 -6.3106  0.32
H 4.1121 -0.8051 -6.0341  0.29
H 3.4009 -3.3104 -2.0473  0.25
H 4.7058 -3.7887 -3.0949  0.31
H 3.2811 -4.9130 -2.9300  0.29
C -2.9305 5.5729 -5.1898  -1.05
C -3.6261 6.8547 -4.6340  -0.24
O -4.2378 7.5782 -5.6879  -0.34
C -3.5013 8.4649 -6.4096  0.74
C -4.3087 9.1711 -7.4825  -1.03
O -2.3375 8.7485 -6.1973  -0.55
H -2.0497 5.7810 -5.7973  0.30
H -3.6995 5.0314 -5.7408  0.30
H -2.4587 4.9890 -4.3995  0.35
H -4.4448 6.5294 -3.9921  0.26
H -2.9991 7.4908 -4.0093  0.34
H -3.7132 9.9184 -8.0068  0.33
H -5.2916 9.5581 -7.2136  0.30
H -4.4436 8.4462 -8.2852  0.28
C 4.3872 -10.7549 -1.6609  -1.11
C 3.8994 -10.4729 -0.2305  -0.20
O 2.7116 -9.6402 -0.2904  -0.29
C 2.3945 -8.8350 0.7414  0.68
C 1.2979 -7.7931 0.3884  -0.86
O 2.9019 -8.8181 1.8514  -0.58
H 4.8156 -9.8697 -2.1311  0.29
H 3.5473 -11.0780 -2.2759  0.30
H 5.0887 -11.5858 -1.7351  0.37
H 3.6235 -11.4061 0.2606  0.27
H 4.6784 -9.9793 0.3504  0.32
H 0.3700 -8.1666 0.8216  0.24
H 1.2560 -7.6822 -0.6951  0.28
H 1.5005 -6.8232 0.8427  0.30
C 3.9812 -3.5664 5.7257  -1.15
C 4.5161 -3.1266 4.3516  -0.09
O 5.7381 -2.4020 4.5321  -0.35
C 5.7602 -1.1323 5.0333  0.75
C 7.1693 -0.5700 5.3573  -0.94
O 4.7118 -0.4954 5.2541  -0.59
H 3.7392 -2.7353 6.3881  0.32
H 4.6067 -4.2805 6.2614  0.30
H 3.0971 -4.1808 5.5553  0.37
H 4.7147 -4.0337 3.7807  0.29
H 3.7366 -2.5396 3.8659  0.24
H 7.0967 0.3009 6.0088  0.30
H 7.6163 -0.3463 4.3887  0.25
H 7.8303 -1.3383 5.7586  0.31
C 2.4364 8.4532 -3.3109  -1.21
C 2.5660 6.9710 -3.7674  -0.16
O 3.0575 7.0005 -5.0592  -0.28
C 4.2165 6.5078 -5.3916  0.78
C 4.4643 6.5921 -6.8936  -1.02
O 5.0570 6.0847 -4.5887  -0.60
H 3.3800 8.9139 -3.0186  0.33
H 1.8275 8.4969 -2.4078  0.39
H 1.9250 9.1486 -3.9764  0.32
H 3.0878 6.4105 -2.9917  0.30
H 1.5370 6.6123 -3.7951  0.26
H 5.4833 6.3201 -7.1686  0.31
H 4.3876 7.6263 -7.2293  0.29
H 3.7266 6.0055 -7.4412  0.28

Atoms 1-3, force components in eV/Å:
O 2.508 -1.362 1.168
C -2.579 0.366 -2.353
O -1.141 0.607 1.430



Record 2
ORCA calculation (wB97M-V/def2-TZVPD) on CHNO4 in the gas phase at a distorted geometry.

Summary:
E_LUMO (spin up / spin down) ... -0.2 / -2.7 eV
Spin multiplicity ... 3
ΔE to the lowest compared entry with this formula, charge and spin ... 407.2 kJ/mol
Calculated total energy ... -10723.4535 eV

Each line ends with the Mulliken charge.
Element x y z (Å)
C -0.2058 0.9822 -1.0631  0.45
N -0.3442 0.5109 0.1157  0.47
O -0.5976 1.3080 -2.1039  -0.30
O 0.1330 0.8232 1.1744  -0.46
O 0.6700 -1.5192 0.5128  -0.32
O -0.4981 -1.0945 -0.0003  -0.22
H 0.8426 -1.0107 1.3645  0.37

Atoms 1-3, force components in eV/Å:
C -0.476 3.075 1.442
N 0.192 -0.987 -1.910
O -0.100 -0.811 -2.068



Record 3
ORCA calculation (wB97M-V/def2-TZVPD) on 2 unconnected molecules or ions with the total composition C2H4NO at a distorted geometry.

Summary:
E_LUMO (spin up / spin down) ... -5.7 / -5.5 eV
ΔE to the lowest compared entry with this formula, charge and spin ... 764.0 kJ/mol
Calculated total energy ... -5659.4146 eV
Total charge ... +1

Each line ends with the Mulliken charge.
Element x y z (Å)
C 0.5313 0.1900 1.0875  -0.19
C 0.0566 0.4730 -1.6656  0.02
N -0.3866 -0.8896 1.2229  -0.31
O 0.6966 1.3413 -2.2098  -0.18
H -0.0878 -1.9436 1.4128  0.40
H -0.8871 -0.8861 0.2402  0.43
H -0.9141 -0.6234 1.9936  0.37
H 0.9912 2.3384 -2.0816  0.46

Atoms 1-3, force components in eV/Å:
C 1.515 1.104 -1.191
C 0.373 0.081 1.543
N 0.336 -3.554 -3.200



Record 4
ORCA calculation (wB97M-V/def2-TZVPD) on 2 unconnected molecules or ions with the total composition C13H19Cl3FNO10P3S at a distorted geometry.

Summary:
E_LUMO ... -5.8 eV
Calculated total energy ... -114722.5438 eV
Total charge ... +1

Each line ends with the Mulliken charge.
Element x y z (Å)
C -4.0566 0.9939 2.7307  -1.02
C -2.6989 0.4834 1.9119  0.11
O -2.9614 0.3100 0.4482  -0.31
C -1.6652 0.5174 -0.2780  0.21
C -1.1740 2.0641 -0.4762  0.15
S -2.1827 3.5317 0.1175  -0.15
C 0.2401 2.3290 -1.2582  0.18
C 0.6969 3.8863 -1.4840  0.08
O 0.3626 4.4518 -2.6703  -0.46
O 1.4020 4.7310 -0.5054  -0.24
P 2.0480 3.7831 0.8123  1.05
O 3.0248 2.6072 0.3381  -0.59
O 0.7505 3.2095 1.8381  -0.42
O 3.0483 4.8283 1.8417  -0.52
C 1.0667 0.9910 -1.7901  0.23
C 2.4719 1.3053 -2.6034  -0.74
C 2.3578 0.6818 -4.1462  0.53
O 1.1292 0.3622 -4.5977  -0.41
F 3.5092 0.4768 -5.0563  -0.25
C 0.4835 -0.5559 -1.5234  0.45
P 1.4729 -2.0746 -2.1331  0.69
O 1.3408 -3.3703 -1.2354  -0.55
O 0.9758 -2.5726 -3.7645  -0.48
O 3.2170 -1.7870 -2.2667  -0.49
N -0.8709 -0.7004 -0.7970  0.10
P -1.6792 -2.2776 -0.4816  0.14
C -0.9406 -3.1830 1.0264  -0.77
C -1.7755 -3.3697 -2.0426  -0.90
H -4.9573 0.2286 2.5861  0.30
H -3.8149 1.1728 3.8820  0.32
H -4.3512 2.0514 2.3030  0.24
H -2.3350 -0.5404 2.3567  0.13
H -1.8691 1.2890 2.1263  0.12
H -2.4399 4.4198 -0.9498  0.26
H 1.1340 2.7024 2.6137  0.35
H 4.0126 4.7121 1.5431  0.37
H 3.3970 0.8163 -2.0368  0.33
H 2.7120 2.4399 -2.7395  0.44
H 1.8368 -2.9687 -4.1469  0.36
H 3.5125 -1.6816 -1.3030  0.38
H 0.0201 -2.6196 1.4481  0.16
H -0.5285 -4.2308 0.6344  0.37
H -1.7405 -3.3496 1.8922  0.35
H -1.1378 -4.3585 -2.0027  0.31
H -1.5868 -2.7377 -3.0376  0.25
H -2.9109 -3.7274 -2.1323  0.39
C 0.3424 -3.0394 5.1049  -0.07
Cl 1.3997 -4.0360 4.0908  -0.10
Cl 0.0966 -1.4460 4.3698  -0.09
Cl -1.2113 -3.8495 5.3680  -0.11
H 0.8268 -2.9002 6.0748  0.38

Atoms 1-3, force components in eV/Å:
C 0.112 0.233 -0.770
C -0.216 0.217 2.522
O 4.903 1.008 -1.192